[1]
Here is a structure of composition C35H33N5O7V from OMol25. Energies are from ωB97M-V/def2-TZVPD.

net charge = -1
energy above the lowest of the compared OMol25 structures with the same formula, charge and spin = 22.50 kcal per mole
spin multiplicity = 3
total energy = -3098.16085 hartree
highest occupied orbital energy (spin up / spin down) = -3.80 / -3.80 eV

Structure (XYZ):
```
81
Properties=species:S:1:pos:R:3:mulliken_charge:R:1
V 0.06 0.00 0.20 -0.099
O -3.03 -0.15 -2.85 -0.836
C -2.14 -0.37 -2.03 -0.175
O -1.09 0.31 -1.82 -0.403
C -2.20 -1.60 -1.13 0.642
C -3.19 -2.57 -1.22 -0.756
C -3.12 -3.68 -0.39 -0.390
C -2.06 -3.77 0.49 -0.803
C -1.14 -2.73 0.54 0.405
N -1.21 -1.66 -0.25 0.071
C 0.02 -2.61 1.50 0.424
O 0.40 -3.57 2.17 -0.785
O 0.51 -1.44 1.48 -0.629
H -3.99 -2.43 -1.93 0.521
H -3.88 -4.46 -0.43 0.437
H -1.92 -4.61 1.16 0.535
C 2.33 5.42 -4.89 -1.046
O 1.60 4.87 -3.83 -0.329
C 1.24 5.70 -2.79 1.377
C 1.52 7.05 -2.71 -0.541
C 1.14 7.77 -1.58 -0.679
C 0.50 7.14 -0.54 -1.188
C 0.21 5.79 -0.61 -0.646
C 0.55 5.05 -1.73 0.083
N 0.27 3.71 -1.92 -0.144
C -0.03 2.74 -0.95 -0.076
N -1.15 3.00 -0.26 0.668
C -1.96 2.15 0.51 -1.559
C -1.61 0.85 0.89 1.581
C -2.56 0.16 1.64 -0.640
C -3.78 0.71 1.99 -1.062
C -4.10 2.01 1.63 -0.580
C -3.18 2.74 0.90 1.565
O -3.35 4.06 0.51 -0.349
C -4.56 4.68 0.83 -1.054
N 0.69 1.68 -0.85 0.385
C 1.85 1.59 -1.62 -1.116
C 1.99 0.59 -2.57 -0.058
C 3.12 0.51 -3.36 -0.945
C 4.14 1.43 -3.20 -1.015
C 4.03 2.43 -2.24 -0.260
C 2.90 2.53 -1.45 0.417
O 2.69 3.48 -0.50 0.591
C 3.70 4.42 -0.26 -1.334
H 2.60 4.58 -5.53 0.277
H 3.25 5.91 -4.54 0.397
H 1.73 6.14 -5.46 0.350
H 2.02 7.56 -3.52 0.405
H 1.39 8.82 -1.52 0.383
H 0.21 7.70 0.34 0.391
H -0.26 5.30 0.23 0.424
H 0.77 3.32 -2.71 0.535
H -1.66 3.82 -0.56 0.638
H -2.33 -0.84 1.99 0.359
H -4.50 0.13 2.55 0.424
H -5.05 2.42 1.92 0.408
H -4.50 5.70 0.42 0.258
H -4.72 4.74 1.91 0.354
H -5.41 4.16 0.37 0.382
H 1.16 -0.10 -2.71 0.369
H 3.21 -0.27 -4.11 0.440
H 5.02 1.39 -3.82 0.406
H 4.84 3.14 -2.13 0.485
H 3.40 4.96 0.63 0.168
H 3.79 5.13 -1.10 0.349
H 4.67 3.94 -0.08 0.397
C -0.12 2.30 3.04 -1.210
C 1.18 1.88 2.43 0.622
C 2.42 2.34 2.80 -1.256
C 3.37 1.60 2.07 -1.122
C 2.64 0.72 1.28 0.452
C 3.22 -0.34 0.40 -1.163
N 1.31 0.90 1.48 1.570
H 0.06 2.77 4.01 0.488
H -0.76 1.44 3.19 0.189
H -0.65 3.02 2.41 -0.031
H 2.63 3.11 3.52 0.457
H 4.44 1.67 2.13 0.573
H 3.92 -0.96 0.97 0.419
H 3.78 0.09 -0.44 0.117
H 2.43 -0.99 0.01 0.090
```

---

[2]
Here is an isolated molecule of C4H7NO from OMol25. Energies are from ωB97M-V/def2-TZVPD.

SMILES string = C=C/N=C(/C)O
energy above the lowest of the compared OMol25 structures with the same formula, charge and spin = 70.32 kcal per mole
spin multiplicity = 1
total energy = -286.51958 hartree
highest occupied orbital energy = -9.38 eV

Structure (XYZ):
```
13
Properties=species:S:1:pos:R:3:nbo_charge:R:1
C 2.22 0.23 -0.25 -0.668
C 0.77 0.30 0.14 0.574
O 0.35 0.81 1.29 -0.666
N -0.11 -0.08 -0.71 -0.523
C -2.10 -0.94 0.16 -0.274
C -1.46 0.16 -0.29 -0.236
H 2.65 1.24 -0.28 0.234
H 2.82 -0.36 0.45 0.230
H 2.29 -0.22 -1.25 0.242
H -1.52 -1.69 0.70 0.199
H -3.10 -1.21 -0.15 0.204
H -0.82 0.77 0.98 0.465
H -2.00 0.98 -0.78 0.220
```

---

[3]
Here is a structure of composition C3H5MnO4 from OMol25. Energies are from ωB97M-V/def2-TZVPD.

net charge = +1
energy above the lowest of the compared OMol25 structures with the same formula, charge and spin = 80.86 kcal per mole
spin multiplicity = 6
total energy = -1568.91611 hartree
highest occupied orbital energy (spin up / spin down) = -14.59 / -14.82 eV

Structure (XYZ):
```
13
Properties=species:S:1:pos:R:3:nbo_charge:R:1
O 0.63 1.14 -0.20 -0.435
C 0.25 -0.02 -0.67 1.065
C 0.55 1.12 1.25 -0.098
O -0.57 -0.13 -1.57 -0.760
O 0.30 -0.91 0.29 -0.484
C -0.08 -0.26 1.53 -0.176
Mn -2.29 -1.23 -1.61 1.640
H -0.11 1.95 1.52 0.226
H 1.54 1.26 1.68 0.231
H -1.04 0.01 2.00 0.216
H -0.18 -1.27 2.20 0.285
O -2.74 -2.54 -0.43 -1.199
H -3.25 -2.42 0.37 0.490
```

---

[4]
Here is a cluster of 2 separate species, C7H13NO2 in total from OMol25. Energies are from ωB97M-V/def2-TZVPD.

SMILES string = C=C[C@@]([NH3+])([O-])OC.C=C=C
energy above the lowest of the compared OMol25 structures with the same formula, charge and spin = 136.54 kcal per mole
spin multiplicity = 1
total energy = -479.57894 hartree
highest occupied orbital energy = -8.03 eV

Structure (XYZ):
```
23
Properties=species:S:1:pos:R:3:nbo_charge:R:1
C 0.09 0.19 -2.34 -0.254
C -1.26 -0.92 -0.35 0.731
N -0.35 -1.90 0.70 -0.845
O 0.22 -0.22 -0.99 -0.676
O -1.88 -1.58 -1.15 -0.670
H -0.92 -2.27 1.46 0.405
H -0.05 -2.66 0.10 0.421
H 1.09 0.34 -2.76 0.187
H -0.44 -0.58 -2.90 0.198
H -0.47 1.14 -2.42 0.155
C 2.05 -0.23 1.01 -0.751
C 1.51 0.73 0.25 0.295
C -1.87 0.21 0.41 -0.276
C 1.33 2.01 -0.03 -0.540
C -1.54 0.65 1.61 -0.361
H -2.67 0.68 -0.16 0.227
H 2.18 -0.03 2.07 0.233
H 2.65 -1.01 0.57 0.223
H 0.52 -1.37 1.03 0.453
H 0.46 2.37 -0.55 0.221
H 2.12 2.71 0.18 0.227
H -0.73 0.23 2.19 0.190
H -2.06 1.49 2.06 0.210
```

---

[5]
Here is an isolated molecule of C4H10O2 from OMol25. Energies are from ωB97M-V/def2-TZVPD.

SMILES string = OCCCCO
energy above the lowest of the compared OMol25 structures with the same formula, charge and spin = 19.56 kcal per mole
spin multiplicity = 1
total energy = -308.86699 hartree
highest occupied orbital energy = -9.74 eV

Structure (XYZ):
```
16
Properties=species:S:1:pos:R:3:nbo_charge:R:1
O -1.02 -1.42 -1.13 -0.736
C 0.16 -0.75 -1.52 -0.065
C 0.13 0.70 -1.01 -0.442
C 0.89 0.98 0.30 -0.419
C 0.18 0.45 1.53 -0.063
O 0.06 -0.96 1.42 -0.747
H -0.98 -1.44 -0.16 0.481
H 1.05 -1.29 -1.16 0.161
H 0.17 -0.76 -2.61 0.178
H -0.95 0.85 -0.86 0.214
H 0.45 1.41 -1.78 0.210
H 1.01 2.07 0.43 0.213
H 1.91 0.56 0.26 0.206
H -0.82 0.91 1.59 0.160
H 0.73 0.72 2.44 0.168
H -0.30 -1.31 2.25 0.480
```

---

[6]
Here is a cluster of 7 separate species, C8H30O7 in total from OMol25. Energies are from ωB97M-V/def2-TZVPD.

SMILES string = CCO.CCO.CCO.CCO.O.O.O
energy above the lowest of the compared OMol25 structures with the same formula, charge and spin = 11.82 kcal per mole
spin multiplicity = 1
total energy = -849.43001 hartree
highest occupied orbital energy = -9.41 eV

Structure (XYZ):
```
45
Properties=species:S:1:pos:R:3:nbo_charge:R:1
C 3.63 0.09 2.61 -0.634
C 3.95 1.21 1.62 -0.057
O 2.72 1.89 1.41 -0.753
H 3.23 0.48 3.54 0.213
H 4.51 -0.47 2.91 0.213
H 2.93 -0.54 2.09 0.226
H 4.37 0.73 0.67 0.167
H 4.68 1.96 1.95 0.167
H 2.85 2.66 0.81 0.501
C -2.49 3.16 -0.24 -0.640
C -2.52 2.27 -1.47 -0.072
O -1.27 1.52 -1.66 -0.759
H -2.46 2.66 0.75 0.234
H -3.44 3.75 -0.23 0.205
H -1.73 3.90 -0.31 0.207
H -2.60 2.96 -2.35 0.163
H -3.45 1.71 -1.46 0.185
H -1.55 0.60 -1.63 0.488
C 2.25 -3.18 -0.46 -0.641
C 0.82 -2.62 -0.33 -0.053
O 0.68 -1.76 0.80 -0.779
H 2.25 -4.10 -1.01 0.208
H 2.63 -3.29 0.53 0.216
H 2.82 -2.32 -0.88 0.200
H 0.10 -3.45 -0.19 0.152
H 0.49 -2.12 -1.28 0.146
H 0.84 -0.82 0.45 0.496
C -3.74 -2.52 -1.57 -0.627
C -3.56 -2.16 -0.06 -0.061
O -3.17 -0.74 0.00 -0.769
H -3.94 -3.59 -1.68 0.212
H -2.88 -2.27 -2.16 0.213
H -4.66 -2.04 -1.93 0.209
H -2.78 -2.81 0.36 0.179
H -4.51 -2.26 0.45 0.170
H -3.53 -0.36 0.83 0.479
O -1.10 0.87 1.98 -0.956
H -0.17 0.83 1.78 0.475
H -1.48 0.23 1.33 0.477
O 2.92 2.42 -1.58 -0.971
H 2.23 1.77 -1.71 0.492
H 3.24 2.71 -2.44 0.477
O 1.03 0.64 -0.14 -1.012
H 1.55 1.21 0.46 0.502
H 0.33 1.19 -0.55 0.511
```

---

> Look up the spin multiplicity of the fourth one.

1

---

> What is the formula in the sixth record?

C8H30O7

---

> The highest total energy belongs to which entry?

C4H7NO

---

What did the third record say?
Here is a structure of composition C3H5MnO4 from OMol25. Energies are from ωB97M-V/def2-TZVPD.

net charge = +1
energy above the lowest of the compared OMol25 structures with the same formula, charge and spin = 80.86 kcal per mole
spin multiplicity = 6
total energy = -1568.91611 hartree
highest occupied orbital energy (spin up / spin down) = -14.59 / -14.82 eV

Structure (XYZ):
```
13
Properties=species:S:1:pos:R:3:nbo_charge:R:1
O 0.63 1.14 -0.20 -0.435
C 0.25 -0.02 -0.67 1.065
C 0.55 1.12 1.25 -0.098
O -0.57 -0.13 -1.57 -0.760
O 0.30 -0.91 0.29 -0.484
C -0.08 -0.26 1.53 -0.176
Mn -2.29 -1.23 -1.61 1.640
H -0.11 1.95 1.52 0.226
H 1.54 1.26 1.68 0.231
H -1.04 0.01 2.00 0.216
H -0.18 -1.27 2.20 0.285
O -2.74 -2.54 -0.43 -1.199
H -3.25 -2.42 0.37 0.490
```